No. 1
The following is a quantum chemistry calculation of an isolated molecule of C4H5NO, from OMol25.

Output
* charge: 0
* energy relative to the best compared isomer or geometry (same formula, charge and spin): 93.74 kcal/mol
* total energy: -7762.46148 eV
* E_HOMO: -10.01 eV
* strongest force on any atom: 0.7 eV/A
* LUMO energy: 0.92 eV

Atoms and positions in Å:
O -1.964 0.081 -0.346
N -0.220 0.724 0.980
C -1.537 0.463 0.725
C 0.779 0.327 0.038
C 1.061 -1.496 -0.253
C 1.641 -0.970 0.729
H 0.073 0.798 1.944
H 0.543 -2.004 -1.046
H 1.577 1.061 -0.062
H 0.271 0.281 -0.933
H -2.186 0.659 1.597

Results of the natural (NBO) charge analysis, in e, for atoms 1 through 8: atom 1 (O): -0.61, atom 2 (N): -0.61, atom 3 (C): 0.53, atom 4 (C): -0.23, atom 5 (C): -0.23, atom 6 (C): -0.14, atom 7 (H): 0.41, atom 8 (H): 0.26



No. 2
The following is a quantum chemistry calculation of an isolated molecule of C4H5NO in a non-equilibrium geometry, from OMol25.

Output
* charge: 0
* energy relative to the best compared isomer or geometry (same formula, charge and spin): 47.45 kcal/mol
* structure (SMILES): CCC(=O)C#N
* total energy: -7764.46870 eV
* E_HOMO: -11.12 eV
* strongest force on any atom: 1.2 eV/A
* LUMO energy: -0.01 eV

Atoms and positions in Å:
O 1.015 -0.358 2.322
N 2.806 0.145 -0.694
C -1.605 0.020 -0.364
C -0.086 0.020 -0.024
C 0.969 -0.142 1.146
C 2.212 0.021 0.293
H -1.838 0.977 -0.850
H -1.751 -0.721 -1.161
H 0.289 0.965 -0.419
H 0.333 -0.759 -0.662
H -2.344 -0.168 0.412

Results of the natural (NBO) charge analysis, in e, for atoms 1 through 8: atom 1 (O): -0.45, atom 2 (N): -0.27, atom 3 (C): -0.61, atom 4 (C): -0.50, atom 5 (C): 0.54, atom 6 (C): 0.14, atom 7 (H): 0.22, atom 8 (H): 0.22



No. 3
The following is a quantum chemistry calculation of an isolated molecule of C4H5NO in a non-equilibrium geometry, from OMol25.

Output
* charge: 0
* energy relative to the best compared isomer or geometry (same formula, charge and spin): 101.44 kcal/mol
* total energy: -7762.12748 eV
* E_HOMO (spin up / spin down): -8.16 / -8.16 eV
* strongest force on any atom: 1.9 eV/A
* LUMO energy (spin up / spin down): 0.59 / 0.59 eV

Atoms and positions in Å:
O -1.525 1.836 1.324
N 0.243 -0.805 -0.115
C -0.991 -0.740 -0.701
C 0.501 0.115 0.902
C -0.944 1.100 0.611
C 1.280 0.154 -0.379
H -1.779 -1.289 -0.181
H -0.981 -0.888 -1.789
H 1.058 1.018 -1.011
H 0.882 -0.196 1.880
H 2.255 -0.306 -0.540

Results of the natural (NBO) charge analysis, in e, for atoms 1 through 8: atom 1 (O): -0.53, atom 2 (N): -0.38, atom 3 (C): -0.21, atom 4 (C): -0.17, atom 5 (C): 0.50, atom 6 (C): -0.26, atom 7 (H): 0.20, atom 8 (H): 0.20



No. 4
The following is a quantum chemistry calculation of an isolated molecule of C4H5NO in a non-equilibrium geometry, from OMol25.

Output
* charge: 0
* energy relative to the best compared isomer or geometry (same formula, charge and spin): 159.90 kcal/mol
* total energy: -7759.59266 eV
* E_HOMO (spin up / spin down): -8.60 / -8.60 eV
* strongest force on any atom: 3.5 eV/A
* LUMO energy (spin up / spin down): -0.09 / -0.09 eV

Atoms and positions in Å:
O -2.222 -0.090 -0.398
N -1.738 0.955 -0.199
C 1.490 0.781 -0.272
C 0.313 0.082 0.468
C -1.404 -1.457 -0.109
C -0.229 -1.141 0.199
H -2.138 -2.238 -0.193
H 1.611 1.766 0.080
H 1.531 0.843 -1.363
H 0.355 0.353 1.643
H 2.431 0.145 0.144

Results of the natural (NBO) charge analysis, in e, for atoms 1 through 8: atom 1 (O): -0.17, atom 2 (N): 0.11, atom 3 (C): -0.64, atom 4 (C): -0.18, atom 5 (C): -0.14, atom 6 (C): -0.11, atom 7 (H): 0.22, atom 8 (H): 0.22



No. 5
The following is a quantum chemistry calculation of an isolated molecule of C4H5NO, from OMol25.

Output
* charge: 0
* energy relative to the best compared isomer or geometry (same formula, charge and spin): 67.17 kcal/mol
* structure (SMILES): [H]/N=C1\[C@H]2C[C@@]12O
* total energy: -7763.61385 eV
* E_HOMO: -8.80 eV
* strongest force on any atom: 0.5 eV/A
* LUMO energy: 0.91 eV

Atoms and positions in Å:
O -0.077 -0.667 1.817
N -0.151 -1.743 -1.342
C -0.311 -0.121 0.600
C -0.065 -0.641 -0.716
C 0.585 0.634 -0.479
C -0.511 1.309 0.305
H 0.376 -1.705 -2.216
H -1.408 1.632 -0.222
H 1.634 0.909 -0.519
H 0.123 -1.597 1.681
H -0.194 1.991 1.091

Results of the natural (NBO) charge analysis, in e, for atoms 1 through 8: atom 1 (O): -0.65, atom 2 (N): -0.69, atom 3 (C): 0.26, atom 4 (C): 0.25, atom 5 (C): -0.28, atom 6 (C): -0.39, atom 7 (H): 0.34, atom 8 (H): 0.21



No. 6
The following is a quantum chemistry calculation of an isolated molecule of C4H5NO, from OMol25.

Output
* charge: 0
* energy relative to the best compared isomer or geometry (same formula, charge and spin): 52.22 kcal/mol
* structure (SMILES): C=C[C@H]1NC1=O
* total energy: -7764.26217 eV
* E_HOMO: -9.71 eV
* strongest force on any atom: 0.6 eV/A
* LUMO energy: 0.95 eV

Atoms and positions in Å:
O -0.946 1.877 1.148
N 1.139 1.339 0.060
C 0.750 -0.020 0.532
C 0.020 1.270 0.763
C -1.219 -1.003 -0.573
C 0.093 -1.034 -0.347
H 1.476 -0.415 1.243
H 1.533 1.789 -0.750
H -1.716 -1.727 -1.212
H -1.841 -0.242 -0.108
H 0.709 -1.835 -0.757

Results of the natural (NBO) charge analysis, in e, for atoms 1 through 8: atom 1 (O): -0.56, atom 2 (N): -0.62, atom 3 (C): -0.17, atom 4 (C): 0.69, atom 5 (C): -0.35, atom 6 (C): -0.24, atom 7 (H): 0.21, atom 8 (H): 0.41



No. 7
The following is a quantum chemistry calculation of an isolated molecule of C4H5NO in a non-equilibrium geometry, from OMol25.

Output
* charge: 0
* energy relative to the best compared isomer or geometry (same formula, charge and spin): 82.57 kcal/mol
* structure (SMILES): O=C1CN2C[C@@H]12
* total energy: -7762.94604 eV
* E_HOMO: -9.77 eV
* strongest force on any atom: 1.7 eV/A
* LUMO energy: 0.85 eV

Atoms and positions in Å:
O -1.781 1.389 1.126
N 0.222 -1.042 0.221
C -1.062 -0.548 -0.452
C 0.405 0.298 0.778
C -1.032 0.659 0.540
C 1.353 0.075 -0.316
H 1.213 0.058 -1.381
H 2.417 0.266 -0.048
H -0.849 -0.115 -1.433
H 0.879 0.337 1.748
H -1.885 -1.279 -0.568

Results of the natural (NBO) charge analysis, in e, for atoms 1 through 8: atom 1 (O): -0.50, atom 2 (N): -0.33, atom 3 (C): -0.37, atom 4 (C): -0.23, atom 5 (C): 0.59, atom 6 (C): -0.29, atom 7 (H): 0.22, atom 8 (H): 0.23



No. 8
The following is a quantum chemistry calculation of an isolated molecule of C4H5NO in a non-equilibrium geometry, from OMol25.

Output
* charge: 0
* energy relative to the best compared isomer or geometry (same formula, charge and spin): 17.47 kcal/mol
* structure (SMILES): CCC(=O)C#N
* total energy: -7765.76884 eV
* E_HOMO: -11.11 eV
* strongest force on any atom: 1.0 eV/A
* LUMO energy: -0.35 eV

Atoms and positions in Å:
O 1.842 1.506 0.596
N 1.387 -1.670 1.766
C -1.135 -0.429 -0.310
C 1.291 -0.683 1.172
C -0.003 0.546 -0.632
C 1.107 0.573 0.394
H -0.360 1.575 -0.732
H 0.469 0.290 -1.591
H -1.816 -0.521 -1.162
H -1.711 -0.087 0.557
H -0.750 -1.430 -0.079

Results of the natural (NBO) charge analysis, in e, for atoms 1 through 8: atom 1 (O): -0.45, atom 2 (N): -0.25, atom 3 (C): -0.62, atom 4 (C): 0.16, atom 5 (C): -0.50, atom 6 (C): 0.51, atom 7 (H): 0.24, atom 8 (H): 0.24



No. 9
The following is a quantum chemistry calculation of an isolated molecule of C4H5NO in a non-equilibrium geometry, from OMol25.

Output
* charge: 0
* energy relative to the best compared isomer or geometry (same formula, charge and spin): 50.10 kcal/mol
* spin multiplicity: 3
* total energy: -7759.72008 eV
* E_HOMO (spin up / spin down): -6.52 / -9.43 eV
* strongest force on any atom: 6.5 eV/A
* LUMO energy (spin up / spin down): 0.97 / -0.94 eV

Atoms and positions in Å:
O -1.414 -0.561 0.634
N -1.165 -0.030 -1.672
C -0.397 -0.309 1.292
C -1.825 -0.525 -0.589
C -0.097 0.652 -1.762
C 0.702 -0.662 1.862
H 1.339 0.047 2.352
H 0.043 1.176 -2.657
H 0.684 0.635 -1.079
H 0.963 -1.691 1.981
H -2.897 -0.657 -0.819

Results of the natural (NBO) charge analysis, in e, for atoms 1 through 8: atom 1 (O): -0.49, atom 2 (N): -0.51, atom 3 (C): 0.39, atom 4 (C): 0.36, atom 5 (C): -0.08, atom 6 (C): -0.60, atom 7 (H): 0.23, atom 8 (H): 0.16



No. 10
The following is a quantum chemistry calculation of an isolated molecule of C4H5NO2 in a non-equilibrium geometry, from OMol25.

Output
* charge: 0
* energy relative to the best compared isomer or geometry (same formula, charge and spin): 35.27 kcal/mol
* structure (SMILES): O=C1NC[C@H]2O[C@@H]12
* total energy: -9812.78525 eV
* E_HOMO: -9.77 eV
* strongest force on any atom: 1.3 eV/A
* LUMO energy: 0.82 eV

Atoms and positions in Å:
O 1.679 -1.254 1.456
O 0.809 1.450 -0.704
N -0.458 -0.470 1.121
C 1.132 0.074 -0.498
C 0.883 -0.593 0.848
C -0.160 0.479 -1.023
C -1.160 0.320 0.120
H -0.439 0.347 -2.076
H -0.875 -1.183 1.708
H -1.964 -0.157 -0.415
H 1.963 -0.313 -1.071
H -1.399 1.309 0.528

Results of the natural (NBO) charge analysis, in e, for atoms 1 through 8: atom 1 (O): -0.57, atom 2 (O): -0.46, atom 3 (N): -0.62, atom 4 (C): -0.05, atom 5 (C): 0.65, atom 6 (C): 0.05, atom 7 (C): -0.25, atom 8 (H): 0.20



No. 11
The following is a quantum chemistry calculation of an isolated molecule of C4H5NO2, from OMol25.

Output
* charge: 0
* energy relative to the best compared isomer or geometry (same formula, charge and spin): 93.97 kcal/mol
* total energy: -9810.23979 eV
* E_HOMO: -8.89 eV
* strongest force on any atom: 0.7 eV/A
* LUMO energy: -0.11 eV

Atoms and positions in Å:
O 0.417 2.419 -0.123
O 0.980 -1.552 -0.757
N 1.284 0.309 0.549
C 1.692 -0.799 -0.120
C -0.672 0.251 0.073
C -1.775 -0.673 0.216
C 0.272 1.116 0.096
H -2.672 -0.111 -0.071
H 1.348 2.609 0.065
H -1.671 -1.538 -0.438
H -1.908 -1.002 1.248
H 2.761 -1.012 0.021

Results of the natural (NBO) charge analysis, in e, for atoms 1 through 8: atom 1 (O): -0.64, atom 2 (O): -0.61, atom 3 (N): -0.57, atom 4 (C): 0.50, atom 5 (C): 0.27, atom 6 (C): -0.71, atom 7 (C): 0.35, atom 8 (H): 0.27



No. 12
The following is a quantum chemistry calculation of an isolated molecule of C4H5NO2, from OMol25.

Output
* charge: 0
* energy relative to the best compared isomer or geometry (same formula, charge and spin): 73.31 kcal/mol
* total energy: -9811.13598 eV
* E_HOMO (spin up / spin down): -7.73 / -7.73 eV
* strongest force on any atom: 0.4 eV/A
* LUMO energy (spin up / spin down): 0.20 / 0.20 eV

Atoms and positions in Å:
O -0.540 -1.257 1.441
O -2.172 0.843 -0.878
N 2.291 -0.507 0.059
C 1.245 0.166 0.469
C -1.122 0.264 -0.213
C 0.193 0.501 -0.447
C -1.431 -0.617 0.895
H 2.370 -1.005 -0.826
H -2.477 -0.645 1.249
H 3.077 -0.617 0.685
H 0.473 1.144 -1.282
H -1.907 1.731 -1.151

Results of the natural (NBO) charge analysis, in e, for atoms 1 through 8: atom 1 (O): -0.52, atom 2 (O): -0.67, atom 3 (N): -0.73, atom 4 (C): 0.19, atom 5 (C): 0.15, atom 6 (C): -0.34, atom 7 (C): 0.34, atom 8 (H): 0.36